#A
Molecular formula: C12H13ClN2
Method: DFT, ωB97M-V/def2-TZVPD

Its highest occupied orbital energy is -0.2923 Eh. Its SMILES is Cc1cc(C)n(Cc2ccccc2Cl)n1.

Each atom is followed by the atoms it is bonded to, with distances in Å.
CARTESIAN COORDINATES (ANGSTROEM)
1 C 2.123 2.364 1.765  C2 1.543, H26 1.057, H27 1.082, H28 1.239
2 C 2.033 1.234 0.718  C1 1.543, N3 1.307, C6 1.308
3 N 0.853 1.053 0.184  C2 1.307, N4 1.424
4 N 0.924 -0.117 -0.624  N3 1.424, C5 1.385, C12 1.570
5 C 2.185 -0.668 -0.780  N4 1.385, C6 1.531, C8 1.306
6 C 2.790 0.264 0.274  C2 1.308, C5 1.531, H7 1.070
7 H 3.801 0.202 0.619  C6 1.070
8 C 2.613 -1.610 -1.575  C5 1.306, H9 1.058, H10 1.162, H11 1.009
9 H 3.656 -1.712 -1.434  C8 1.058
10 H 2.200 -2.610 -1.150  C8 1.162
11 H 2.351 -1.270 -2.489  C8 1.009
12 C -0.351 -0.528 -1.443  N4 1.570, C13 1.393, H24 0.837, H25 1.082
13 C -1.485 -0.661 -0.646  C12 1.393, C14 1.621, C18 1.456
14 C -2.276 0.753 -0.573  C13 1.621, C15 1.321, Cl23 1.726
15 C -3.444 0.787 0.043  C14 1.321, C16 1.581, H22 1.246
16 C -3.862 -0.237 1.173  C15 1.581, C17 1.549, H21 0.955
17 C -2.980 -1.510 1.194  C16 1.549, C18 1.301, H20 1.006
18 C -1.921 -1.530 0.438  C13 1.456, C17 1.301, H19 1.048
19 H -1.170 -2.258 0.371  C18 1.048
20 H -3.319 -2.089 1.944  C17 1.006
21 H -4.722 -0.100 1.566  C16 0.955
22 H -4.147 1.795 0.247  C15 1.246
23 Cl -1.884 2.058 -1.631  C14 1.726
24 H -0.411 -0.039 -2.120  C12 0.837
25 H -0.052 -1.509 -1.788  C12 1.082
26 H 1.203 2.879 1.845  C1 1.057
27 H 2.474 1.808 2.624  C1 1.082
28 H 2.819 3.249 1.248  C1 1.239

#B
Molecular formula: C12H13ClN2
Method: DFT, ωB97M-V/def2-TZVPD

Its highest occupied orbital energy is -0.2939 Eh.

Each atom is followed by the atoms it is bonded to, with distances in Å.
CARTESIAN COORDINATES (ANGSTROEM)
1 C 0.640 1.976 -0.999  C2 1.426, C4 1.357, H16 1.043
2 C 1.798 1.799 -1.810  C1 1.426, N13 1.282, H17 1.052
3 C 0.133 0.240 2.250  C6 1.491, N14 1.280, H18 1.111
4 C 0.637 1.021 -0.034  C1 1.357, C6 1.487, C11 1.485
5 C -2.489 0.287 -0.533  C7 1.480, C8 1.469, H19 1.134, H20 1.120
6 C -0.428 0.747 0.966  C3 1.491, C4 1.487, C7 1.522, H21 1.060
7 C -1.440 -0.225 0.378  C5 1.480, C6 1.522, C8 1.530, H22 1.038
8 C -1.599 -0.762 -1.047  C5 1.469, C7 1.530, C12 1.469, H23 1.034
9 C 2.544 0.137 2.754  N14 1.200, H24 1.153
10 C 2.203 -0.987 0.155  C11 1.340, Cl15 1.713, H25 1.070
11 C 1.859 0.222 -0.310  C4 1.485, C10 1.340, N13 1.432
12 C -1.912 -2.175 -1.297  C8 1.469, H26 1.089, H27 1.199, H28 1.089
13 N 2.555 0.852 -1.391  C2 1.282, C11 1.432
14 N 1.362 0.284 2.606  C3 1.280, C9 1.200
15 Cl 3.464 -2.052 -0.300  C10 1.713
16 H 0.008 2.768 -1.244  C1 1.043
17 H 2.059 2.416 -2.622  C2 1.052
18 H -0.669 -0.269 2.826  C3 1.111
19 H -3.606 0.151 -0.390  C5 1.134
20 H -2.362 1.374 -0.769  C5 1.120
21 H -1.063 1.570 1.172  C6 1.060
22 H -1.857 -0.841 1.101  C7 1.038
23 H -0.946 -0.330 -1.721  C8 1.034
24 H 3.240 0.803 3.388  C9 1.153
25 H 1.480 -1.306 0.876  C10 1.070
26 H -2.519 -2.604 -0.500  C12 1.089
27 H -0.845 -2.713 -1.195  C12 1.199
28 H -2.245 -2.382 -2.313  C12 1.089

Most stable structure, least stable structure: #B, #A.

#A
Molecular formula: C4H9NOS
Method: DFT, ωB97M-V/def2-TZVPD

Its highest occupied orbital energy is -0.3266 Eh. Its SMILES is NC[C@@H]1[C@H](O)[C@@H]1S.

Each atom is followed by the atoms it is bonded to, with distances in Å.
CARTESIAN COORDINATES (ANGSTROEM)
1 C 0.685 -0.263 -1.584  C2 1.567, H7 1.153, H8 1.198, N14 1.457
2 C -0.424 0.637 -0.940  C1 1.567, C3 1.537, C4 1.576, H9 1.102
3 C -0.134 1.532 0.275  C2 1.537, C4 1.578, H10 1.111, O15 1.462
4 C -0.973 0.210 0.474  C2 1.576, C3 1.578, H12 1.093, S16 1.827
5 H -0.699 -1.867 -1.352  N14 1.024
6 H -0.542 -1.250 -2.841  N14 0.976
7 H 1.510 -0.242 -0.779  C1 1.153
8 H 1.225 0.148 -2.571  C1 1.198
9 H -1.325 0.958 -1.487  C2 1.102
10 H -0.888 2.325 0.470  C3 1.111
11 H 1.324 1.727 1.859  O15 1.136
12 H -2.021 0.501 0.589  C4 1.093
13 H 0.470 -1.901 0.743  S16 1.321
14 N -0.050 -1.443 -2.021  C1 1.457, H5 1.024, H6 0.976
15 O 1.231 1.792 0.729  C3 1.462, H11 1.136
16 S -0.217 -1.083 1.520  C4 1.827, H13 1.321

#B
Molecular formula: C4H9NOS
Method: DFT, ωB97M-V/def2-TZVPD

Its highest occupied orbital energy is -0.3010 Eh.

Each atom is followed by the atoms it is bonded to, with distances in Å.
CARTESIAN COORDINATES (ANGSTROEM)
1 O -2.661 -1.035 -1.395  C2 1.210
2 C -1.826 -0.332 -0.873  O1 1.210, N3 1.628, C4 1.630, H8 1.100
3 N -0.457 0.331 -1.453  C2 1.628, C4 1.373, H9 1.037
4 C -0.283 -0.849 -0.773  C2 1.630, N3 1.373, C5 1.501, H10 1.088
5 C 0.162 -0.895 0.660  C4 1.501, C7 1.538, H11 1.098, H12 1.089
6 S 0.079 2.323 0.586  H13 1.353
7 C 1.613 -0.385 0.689  C5 1.538, H14 1.088, H15 1.090, H16 1.093
8 H -2.111 0.349 -0.057  C2 1.100
9 H -0.401 1.279 -1.035  N3 1.037
10 H 0.050 -1.631 -1.452  C4 1.088
11 H -0.484 -0.195 1.207  C5 1.098
12 H 0.086 -1.831 1.211  C5 1.089
13 H 0.345 3.648 0.510  S6 1.353
14 H 1.818 0.275 -0.152  C7 1.088
15 H 1.790 0.197 1.593  C7 1.090
16 H 2.281 -1.248 0.733  C7 1.093

Most stable structure, least stable structure: #A, #B.

#A
Molecular formula: C4H9NOS
Method: DFT, ωB97M-V/def2-TZVPD

Its highest occupied orbital energy is -0.3301 Eh. Its SMILES is C[C@@H](CS)NC=O.

Each atom is followed by the atoms it is bonded to, with distances in Å.
CARTESIAN COORDINATES (ANGSTROEM)
1 O 2.489 0.741 -0.926  C2 1.206
2 C 2.541 0.277 0.186  O1 1.206, N3 1.371, H8 1.101
3 N 1.416 -0.134 0.854  C2 1.371, C4 1.501, H9 1.007
4 C 0.195 -0.362 0.011  N3 1.501, C5 1.501, C7 1.523, H10 1.086
5 C -0.875 0.462 0.665  C4 1.501, S6 1.908, H11 1.084, H12 1.090
6 S -2.438 0.545 -0.425  C5 1.908, H13 1.342
7 C 0.002 -1.869 -0.096  C4 1.523, H14 1.086, H15 1.094, H16 1.094
8 H 3.431 0.324 0.831  C2 1.101
9 H 1.362 -0.719 1.672  N3 1.007
10 H 0.403 0.041 -0.976  C4 1.086
11 H -0.572 1.488 0.834  C5 1.084
12 H -1.218 0.033 1.607  C5 1.090
13 H -3.751 0.472 -0.692  S6 1.342
14 H 0.901 -2.341 -0.480  C7 1.086
15 H -0.381 -2.331 0.819  C7 1.094
16 H -0.797 -2.001 -0.832  C7 1.094

#B
Molecular formula: C4H9NOS
Method: DFT, ωB97M-V/def2-TZVPD

Its highest occupied orbital energy is -0.3356 Eh. Its SMILES is O=CNCCCS.

Each atom is followed by the atoms it is bonded to, with distances in Å.
CARTESIAN COORDINATES (ANGSTROEM)
1 C 0.599 0.489 -1.027  N2 1.463, C5 1.534, H8 1.105, H9 1.097
2 N -0.136 -0.678 -1.517  C1 1.463, C3 1.419, H10 1.015
3 C -1.553 -0.648 -1.471  N2 1.419, O4 1.198, H11 1.111
4 O -2.294 -0.355 -2.366  C3 1.198
5 C 0.115 0.933 0.359  C1 1.534, C6 1.583, H12 1.088, H13 1.094
6 C 0.587 -0.237 1.317  C5 1.583, S7 1.835, H14 1.102, H15 1.086
7 S -0.130 -0.125 3.002  C6 1.835, H16 1.364
8 H 0.445 1.293 -1.768  C1 1.105
9 H 1.657 0.307 -0.798  C1 1.097
10 H 0.182 -1.111 -2.377  N2 1.015
11 H -1.828 -0.580 -0.397  C3 1.111
12 H -0.927 1.187 0.542  C5 1.088
13 H 0.625 1.889 0.509  C5 1.094
14 H 1.665 -0.045 1.441  C6 1.102
15 H 0.406 -1.226 0.907  C6 1.086
16 H 0.587 -1.092 3.643  S7 1.364

Most stable structure, least stable structure: #B, #A.